C2H11NO4 | ωB97M-V/def2-TZVPD

Element x y z (Å)
C 0.9601 0.6302 -1.9704
C 0.3493 -0.6677 -1.4899
N -0.1785 -0.6282 -0.2389
O 0.2053 -1.6440 -2.2035
H 1.3059 1.2247 -1.1294
H 0.2471 1.1082 -2.6310
H 1.8020 0.3651 -2.6125
H 0.0974 0.0457 0.4715
H -0.4590 -1.5143 0.1545
O -0.9586 2.3895 2.9536
H -1.4493 1.8862 2.2956
H -1.1813 1.9479 3.7829
O -1.9131 -3.0791 -0.8775
H -2.8558 -2.9181 -0.8074
H -1.5419 -2.8742 -1.7450
O 1.5477 1.2437 1.7504
H 2.1154 1.9721 2.0260
H 1.9072 0.5126 2.2714

The HOMO energy is -0.3539 Ha. Its energy relative to the best compared isomer or geometry (same formula, charge and spin) is 0.644 eV. Its spin multiplicity is 1. The calculation puts the LUMO energy at 0.42 eV. The structure (SMILES) is CC(N)=O.O.O.O.

C2H2BeO2 | ωB97M-V/def2-TZVPD

Element x y z (Å)
H -0.9763 -1.3984 0.2635
C -0.3954 -0.4693 0.2895
C -0.7443 0.7487 -0.0956
H -1.7835 0.9370 -0.3725
O 1.0323 -0.9541 0.2223
O 2.0088 0.0999 0.2697
Be 0.8584 1.0362 -0.5769

The HOMO energy is -0.3364 Ha. Its energy relative to the best compared isomer or geometry (same formula, charge and spin) is 0.958 eV. Its spin multiplicity is 1. The calculation puts the LUMO energy at -0.87 eV.

C4H6N2O | ωB97M-V/def2-TZVPD

Element x y z (Å)
C 1.9423 -0.7146 0.1876
C -0.4940 -1.3552 -0.1264
C -1.6461 -0.7465 0.0043
C -0.0644 0.8987 0.0455
H 2.8049 -0.7173 -0.6332
H 2.4178 -0.2473 1.2815
H 1.8821 -1.7789 0.4900
H -0.0820 -2.4448 -1.0387
H -2.6901 -1.0399 -0.4349
H 1.4680 2.0368 -0.6676
N 0.5930 -0.4946 -0.0799
N 0.5156 1.9874 -0.2372
O -1.4985 0.6560 0.3196

The HOMO energy is -0.3065 Ha. Its energy relative to the best compared isomer or geometry (same formula, charge and spin) is 5.507 eV. Its spin multiplicity is 1. The calculation puts the LUMO energy at 0.64 eV.